{
  "formula": "C24H21BCsF4S5Sb",
  "method": "ωB97M-V/def2-TZVPD",
  "elements": ["C", "C", "H", "H", "S", "Cs", "C", "H", "C", "S", "C", "C", "Sb", "C", "H", "C", "C", "C", "H", "H", "F", "F", "H", "C", "H", "H", "H", "C", "C", "C", "C", "H", "F", "H", "C", "H", "C", "S", "C", "C", "B", "C", "H", "H", "S", "H", "H", "H", "C", "C", "S", "H", "H", "C", "H", "F", "C"],
  "xyz": [[-1.543, 0.132, 0.785], [-2.133, -0.364, 3.090], [-0.838, 4.795, -4.113], [-0.455, 2.450, 0.723], [2.063, -3.204, -0.296], [-1.049, -3.823, -0.155], [-3.243, 1.412, -0.659], [1.961, 0.609, -2.534], [-3.576, 0.986, 1.754], [4.392, -3.917, 1.389], [2.509, 0.572, -1.599], [1.993, -3.794, 2.462], [-0.202, -0.270, -0.884], [0.172, 3.052, 0.065], [1.588, -1.153, 2.087], [2.666, -3.629, 1.282], [1.956, -0.125, 2.091], [-0.795, 1.519, -3.274], [-4.500, 1.543, 1.640], [4.513, 0.400, 1.648], [-4.888, -3.021, -0.867], [-3.131, -3.566, -2.236], [-1.894, -0.889, 4.006], [3.948, 0.462, 0.726], [-4.315, 1.594, -0.593], [1.202, 2.737, 0.234], [-3.942, 0.539, 3.818], [-1.291, -0.504, 1.997], [-2.749, 0.842, 0.644], [-0.944, 2.649, -4.068], [-0.726, 3.899, -3.514], [4.361, 1.032, -2.577], [-5.278, -3.567, -3.064], [0.076, 4.099, 0.360], [1.844, 0.272, -0.413], [2.687, -0.040, 2.895], [-0.437, 1.609, -1.934], [3.005, -4.252, 3.817], [-3.271, 0.412, 2.977], [-0.215, 2.875, -1.376], [-4.498, -3.835, -1.937], [2.578, 0.216, 0.774], [-1.230, 2.549, -5.107], [-0.196, 4.981, -1.744], [5.970, -4.679, 3.818], [-3.082, 0.719, -1.486], [5.670, 0.928, -0.461], [-0.973, 0.543, -3.713], [-0.364, 4.002, -2.180], [4.600, 0.759, -0.459], [0.289, -3.620, 2.804], [1.119, 0.535, 2.320], [-2.751, 2.349, -0.920], [4.525, -4.291, 3.047], [-0.436, -1.155, 2.117], [-4.615, -5.186, -1.574], [3.874, 0.816, -1.634]],
  "charge": -2,
  "relative_energy_kj_mol": 21.4,
  "homo_lumo_gap_ev": 5.06,
  "lumo_ev": 3.88
}

{
  "formula": "C5H9NO2S",
  "method": "ωB97M-V/def2-TZVPD",
  "elements": ["C", "O", "N", "H", "H", "C", "H", "H", "H", "H", "O", "H", "C", "S", "H", "C", "C", "H"],
  "xyz": [[-0.968, -0.805, -0.316], [3.032, 2.030, -0.318], [-0.677, 0.492, -0.218], [-3.037, 2.627, -0.066], [1.562, -2.130, 0.472], [2.569, -0.470, -0.363], [3.195, -1.874, 1.102], [2.943, -2.558, -0.525], [-0.536, 2.467, -0.020], [-3.178, 0.922, 0.437], [-0.778, -1.651, 0.525], [2.017, -0.284, -1.273], [2.580, -1.834, 0.206], [3.299, 0.782, 0.406], [-2.566, 2.150, 1.559], [-1.184, 1.597, 0.068], [-2.581, 1.828, 0.518], [-1.248, -1.064, -1.362]],
  "relative_energy_kj_mol": 245.5,
  "homo_lumo_gap_ev": 9.20,
  "lumo_ev": 0.31
}

{
  "formula": "C5H8NO3",
  "method": "ωB97M-V/def2-TZVPD",
  "elements": ["H", "O", "H", "C", "O", "H", "H", "H", "C", "C", "H", "C", "C", "N", "H", "H", "O"],
  "xyz": [[-0.680, 1.900, -0.583], [2.347, 1.428, 0.501], [0.463, 0.681, 1.050], [-0.453, 0.040, 1.077], [-1.604, 1.572, -0.265], [2.768, 1.399, -1.503], [-0.316, -2.774, -1.016], [-0.963, -0.082, 2.179], [0.034, -1.431, 0.907], [1.969, 1.553, -0.643], [-0.420, -2.118, 1.622], [-1.233, -0.717, -0.905], [-0.524, -1.772, -0.435], [-1.488, 0.280, 0.125], [1.123, -1.256, 0.856], [-1.879, -0.660, -1.858], [0.856, 1.956, -1.109]],
  "charge": -1,
  "relative_energy_kj_mol": 185.3,
  "homo_lumo_gap_ev": 7.83,
  "lumo_ev": 4.00
}

{
  "formula": "C4H6N2O",
  "method": "ωB97M-V/def2-TZVPD",
  "elements": ["H", "H", "C", "O", "H", "N", "H", "C", "H", "C", "C", "N", "H"],
  "xyz": [[-2.356, 0.676, 0.093], [-0.706, -1.332, -1.362], [0.107, 1.039, 0.081], [-1.669, -0.645, -1.017], [-0.293, 0.018, 2.040], [0.542, -1.273, 0.330], [1.988, 1.163, -1.357], [1.359, 0.580, -0.754], [1.079, -1.771, 1.096], [-1.179, 0.248, 0.025], [-0.231, -0.161, 0.990], [1.550, -0.659, -0.543], [-0.191, 2.117, 0.377]],
  "relative_energy_kj_mol": 531.6,
  "homo_lumo_gap_ev": 10.12,
  "lumo_ev": 0.83
}

{
  "formula": "C24H26BrGeIrN5O5S",
  "method": "ωB97M-V/def2-TZVPD",
  "elements": ["H", "O", "O", "H", "C", "C", "N", "C", "Ge", "H", "C", "N", "H", "H", "N", "H", "C", "H", "H", "C", "S", "N", "H", "C", "C", "H", "C", "H", "H", "C", "C", "C", "H", "N", "C", "C", "H", "C", "H", "O", "Ir", "H", "H", "C", "O", "H", "H", "C", "H", "Br", "H", "H", "C", "C", "C", "C", "O", "H", "C", "H", "C", "C", "H", "H"],
  "xyz": [[-1.613, 0.333, -3.029], [0.199, 0.872, 2.504], [-1.696, -0.251, 2.439], [4.425, -0.776, -2.063], [3.179, -1.490, 1.773], [-0.060, -3.267, 2.029], [0.938, -2.240, 2.186], [-2.422, -0.372, -2.886], [-0.389, -2.289, -2.053], [4.023, -1.384, 2.454], [1.121, -1.262, -2.707], [1.573, 2.619, 0.606], [-3.031, -3.548, -1.850], [0.224, 2.732, 4.203], [1.496, 2.520, -1.689], [4.247, 0.522, -4.160], [1.038, -0.537, -3.895], [2.858, 3.451, -2.936], [2.078, 0.654, -5.345], [-2.161, -1.658, -2.411], [-0.317, 1.058, -0.469], [-1.327, 3.589, 5.235], [2.232, 3.381, 0.579], [-0.578, -3.247, 0.593], [-3.221, -2.547, -2.219], [1.090, 2.421, 1.474], [-2.977, 1.638, 4.112], [0.103, -0.488, -4.442], [2.237, 4.495, -1.650], [2.352, -1.333, -2.056], [1.022, 2.141, -0.516], [-4.521, -2.150, -2.488], [3.441, 3.225, -1.293], [2.409, -0.223, 1.655], [-4.770, -0.869, -2.959], [3.370, 0.040, -3.745], [-5.339, -2.841, -2.333], [2.154, 0.114, -4.410], [-5.786, -0.561, -3.171], [-1.318, -4.033, 0.091], [0.455, -0.585, 1.163], [-3.003, 4.295, 6.197], [2.876, 0.465, 1.071], [-0.841, 2.679, 4.402], [2.677, -3.721, 2.450], [0.362, -4.257, 2.216], [-0.188, -3.780, -2.287], [-3.480, 2.585, 4.980], [2.321, 0.194, 2.582], [-5.304, 2.596, 5.442], [2.448, -1.928, -1.154], [3.559, -1.757, 0.788], [2.241, -2.616, 2.205], [2.565, 3.482, -1.891], [-2.624, 3.543, 5.516], [-1.046, 0.698, 2.879], [-0.101, -2.170, -0.151], [-3.603, 0.875, 3.670], [-3.723, 0.019, -3.160], [1.114, 2.042, -2.494], [-1.620, 1.692, 3.813], [3.468, -0.686, -2.564], [-0.913, -3.120, 2.695], [-3.922, 1.017, -3.529]],
  "charge": 1,
  "relative_energy_kj_mol": 104.3,
  "homo_lumo_gap_ev": 7.81,
  "lumo_ev": -3.37
}

{
  "formula": "C3H11N3",
  "method": "ωB97M-V/def2-TZVPD",
  "elements": ["N", "C", "H", "C", "C", "H", "H", "H", "N", "H", "H", "H", "H", "H", "H", "H", "N"],
  "xyz": [[-1.209, -0.204, -0.435], [2.661, -0.535, 0.667], [-1.470, -2.237, -0.685], [-1.399, 1.094, -1.132], [-1.381, -1.344, -1.093], [-2.026, 0.886, -1.982], [0.284, 1.209, 1.066], [-1.867, -1.193, -2.002], [-0.844, -0.317, 0.826], [-2.141, 1.558, -0.416], [3.048, -1.253, 1.403], [3.476, -0.480, -0.115], [2.460, 0.404, 1.138], [-0.316, 0.699, 2.376], [1.816, -0.950, 0.204], [-0.484, 1.707, -1.286], [-0.609, 0.957, 1.468]],
  "relative_energy_kj_mol": 445.2,
  "homo_lumo_gap_ev": [7.90, 7.90],
  "lumo_ev": [0.93, 0.93]
}

What did the third record say?
{
  "formula": "C5H8NO3",
  "method": "ωB97M-V/def2-TZVPD",
  "elements": ["H", "O", "H", "C", "O", "H", "H", "H", "C", "C", "H", "C", "C", "N", "H", "H", "O"],
  "xyz": [[-0.680, 1.900, -0.583], [2.347, 1.428, 0.501], [0.463, 0.681, 1.050], [-0.453, 0.040, 1.077], [-1.604, 1.572, -0.265], [2.768, 1.399, -1.503], [-0.316, -2.774, -1.016], [-0.963, -0.082, 2.179], [0.034, -1.431, 0.907], [1.969, 1.553, -0.643], [-0.420, -2.118, 1.622], [-1.233, -0.717, -0.905], [-0.524, -1.772, -0.435], [-1.488, 0.280, 0.125], [1.123, -1.256, 0.856], [-1.879, -0.660, -1.858], [0.856, 1.956, -1.109]],
  "charge": -1,
  "relative_energy_kj_mol": 185.3,
  "homo_lumo_gap_ev": 7.83,
  "lumo_ev": 4.00
}

Please write out number 3 again, unchanged.
{
  "formula": "C5H8NO3",
  "method": "ωB97M-V/def2-TZVPD",
  "elements": ["H", "O", "H", "C", "O", "H", "H", "H", "C", "C", "H", "C", "C", "N", "H", "H", "O"],
  "xyz": [[-0.680, 1.900, -0.583], [2.347, 1.428, 0.501], [0.463, 0.681, 1.050], [-0.453, 0.040, 1.077], [-1.604, 1.572, -0.265], [2.768, 1.399, -1.503], [-0.316, -2.774, -1.016], [-0.963, -0.082, 2.179], [0.034, -1.431, 0.907], [1.969, 1.553, -0.643], [-0.420, -2.118, 1.622], [-1.233, -0.717, -0.905], [-0.524, -1.772, -0.435], [-1.488, 0.280, 0.125], [1.123, -1.256, 0.856], [-1.879, -0.660, -1.858], [0.856, 1.956, -1.109]],
  "charge": -1,
  "relative_energy_kj_mol": 185.3,
  "homo_lumo_gap_ev": 7.83,
  "lumo_ev": 4.00
}